This record from OMol25 describes 2 unconnected molecules or ions with the total composition C5H10O in a non-equilibrium geometry. The level of theory is ωB97M-V/def2-TZVPD.

Computed properties:
- energy above the lowest of the compared OMol25 structures with the same formula, charge and spin (kJ/mol) = 372.7
- HOMO-LUMO gap (eV) = 9.4
- SMILES string = C=C/C=C/C.O
- total energy (eV) = -7390.903
- LUMO energy (hartree) = 0.0344

```
! RIJCOSX wB97M-V def2-TZVPD def2/J DEFGRID3
* xyz 0 1
C -1.468 0.191 -2.369
C -0.646 0.727 -1.273
C -0.743 0.030 0.038
C -0.926 0.739 1.250
C -1.499 0.079 2.401
H -1.117 0.252 -3.360
H -2.287 -0.503 -1.980
H 0.255 1.149 -1.592
H -0.406 -1.078 0.143
H -0.767 1.779 1.311
H -1.253 0.693 3.317
H -0.963 -0.928 2.607
H -2.531 -0.014 2.640
O 4.499 -0.864 -0.993
H 5.253 -0.501 -1.340
H 4.598 -1.751 -0.801
*
```